# 1
{"formula": "C3H8BrN4", "method": "ωB97M-V/def2-TZVPD", "species": ["C", "C", "C", "N", "N", "N", "N", "Br", "H", "H", "H", "H", "H", "H", "H", "H"], "coordinates": [[1.954, -0.411, 0.268], [-1.232, 0.096, -0.222], [0.847, 1.286, 0.265], [1.317, -1.416, 0.456], [-2.418, -0.375, 0.292], [-0.739, -0.323, -1.386], [-0.493, 0.958, 0.497], [3.689, 0.172, -0.087], [1.202, 1.491, -0.793], [1.262, 2.007, 0.957], [1.827, -2.221, 0.704], [-2.758, -1.200, -0.100], [-2.567, -0.031, 1.279], [-1.203, -1.075, -1.987], [0.286, -0.093, -1.545], [-0.975, 1.135, 1.403]], "forces_ev_per_a": [[-1.6, 5.5, 0.1], [0.1, -1.2, -0.1], [3.0, -2.7, -1.9], [-1.2, -0.7, 0.9], [2.6, 3.4, 1.2], [0.5, -0.7, -1.2], [-2.2, -0.3, 1.1], [0.5, -0.5, 0.1], [-1.2, 0.5, 1.2], [0.0, -0.2, 0.1], [0.8, -1.7, -0.2], [-1.0, -1.3, -0.1], [-0.5, -1.3, -1.8], [1.0, 1.7, 1.4], [-2.2, -0.7, 0.0], [1.4, 0.3, -0.8]], "nbo_charge": [0.197, 0.690, -0.274, -0.677, -0.764, -0.767, -0.571, 0.137, 0.223, 0.257, 0.391, 0.426, 0.423, 0.447, 0.440, 0.421], "e_homo_ev": -12.8, "total_charge": 1, "gap_ev": 9.590, "relative_energy_kcal_mol": 0.0}

# 2
{"formula": "C4H9NO", "method": "ωB97M-V/def2-TZVPD", "species": ["C", "C", "N", "C", "C", "O", "H", "H", "H", "H", "H", "H", "H", "H", "H"], "coordinates": [[1.040, -0.013, 1.355], [0.580, -0.824, 0.192], [-0.848, -1.162, 0.055], [-0.187, -0.359, -0.978], [-0.629, 1.106, -1.038], [-1.374, 1.506, 0.082], [1.807, 0.683, 1.016], [0.200, 0.541, 1.776], [1.466, -0.664, 2.126], [1.257, -1.627, -0.118], [-0.678, -2.155, 0.150], [0.113, -0.764, -1.944], [-1.181, 1.294, -1.972], [0.279, 1.727, -1.075], [-1.846, 0.709, 0.370]], "forces_ev_per_a": [[0.1, 0.2, 0.0], [0.6, 0.6, -0.2], [0.5, -0.3, 1.0], [0.5, 0.1, 0.0], [0.1, -0.1, -0.3], [-0.2, -0.2, 0.0], [0.1, 0.1, 0.3], [0.2, 0.1, 0.0], [-0.1, 0.1, -0.1], [-0.1, 0.0, 0.4], [-1.4, -0.5, -1.5], [-0.3, -0.1, 0.1], [0.0, -0.1, 0.1], [-0.2, -0.1, 0.0], [0.1, 0.1, 0.1]], "nbo_charge": [-0.634, -0.077, -0.654, -0.097, -0.068, -0.720, 0.211, 0.239, 0.211, 0.176, 0.386, 0.200, 0.162, 0.177, 0.487], "e_homo_ev": -9.8, "gap_ev": 10.761, "relative_energy_kcal_mol": 58.7}

# 3
{"formula": "C2H5NOS", "method": "ωB97M-V/def2-TZVPD", "species": ["C", "C", "N", "O", "S", "H", "H", "H", "H", "H"], "coordinates": [[1.977, -0.727, -0.469], [1.374, 0.309, 0.151], [-1.676, 0.956, 0.137], [-3.516, -0.815, 0.500], [-2.125, -0.391, 0.703], [1.869, -1.740, 0.004], [2.571, -0.535, -1.423], [1.450, 1.289, -0.179], [0.450, 0.123, 0.825], [-2.374, 1.530, -0.249]], "forces_ev_per_a": [[0.0, 0.7, 0.3], [-1.9, -3.1, 0.4], [0.7, -2.1, 1.6], [1.3, 0.4, 0.4], [-1.1, 0.9, -1.1], [0.1, 0.9, -1.1], [-0.5, -0.6, 1.7], [0.2, 1.7, -0.7], [2.5, 0.3, -0.5], [-1.3, 0.9, -0.9]], "nbo_charge": [-0.411, -0.376, -0.953, -0.858, 1.442, 0.201, 0.205, 0.186, 0.182, 0.381], "e_homo_ev": -9.9, "gap_ev": 9.089, "relative_energy_kcal_mol": 68.5}